No. 1
Computed, not measured: a molecular structure, C47H39GeN4O3RuS2 at a distorted geometry, with ωB97M-V/def2-TZVPD.

Properties
**Charge**: -1
**Energy above the lowest of the compared OMol25 structures with the same formula, charge and spin**: 2.480 eV
**2S+1**: 5
**E_LUMO (alpha / beta)**: 0.0867 / 0.0555 Ha
**Highest occupied orbital energy (alpha / beta)**: -2.536 / -5.140 eV

Structure (XYZ):
```
97
Properties=species:S:1:pos:R:3:forces:R:3
H 3.1895 -5.0773 -2.3652 0.0050 0.0317 -0.0107
C 2.4676 2.8638 1.7164 -0.1664 -0.2204 -0.3677
H 4.3952 0.5249 0.2069 -0.0499 0.0180 0.3054
C -0.7230 3.2015 -0.6322 0.2524 -0.0989 0.1703
H -6.5999 3.1717 -3.7823 0.0268 -0.0029 -0.0058
C -2.4416 -0.4731 2.1920 -0.1117 -0.2840 0.4649
C 0.6151 -3.1046 -3.3898 0.0285 -0.0655 0.2246
C 0.2779 -2.5484 -2.1390 -0.0471 -0.0895 -0.1551
H -5.1381 4.8713 -2.7205 -0.0099 -0.0216 0.0225
H -0.0844 3.7818 3.8565 0.0032 -0.0039 -0.0276
C -0.1343 -2.7509 -4.5538 -0.0463 0.0229 -0.1534
O 0.2508 0.4425 2.7661 0.0949 -0.0078 -0.4813
C -2.5532 -5.1580 2.5647 0.0216 0.0232 -0.0225
C -4.9854 3.8180 -2.5159 -0.0839 0.0264 -0.0463
C -1.2490 -5.1023 3.0283 -0.0101 -0.0341 -0.0246
N -1.9482 0.1238 1.0773 0.2711 0.4757 -0.3539
O -1.7073 2.4944 -0.0017 -0.1832 0.1444 -0.4131
C 2.8753 2.5927 -1.9674 -0.0113 0.0366 -0.0641
O 1.9290 0.8254 0.4853 -0.3763 0.0819 -0.0377
H 2.3865 -3.3027 2.0707 0.0108 0.0009 -0.0372
C 0.8659 3.2980 3.6397 0.0163 -0.1120 0.0276
Ge 0.5965 -2.0108 0.7509 0.2384 -1.1079 0.0516
C 0.2746 -0.8052 4.7594 0.0656 0.0780 -0.2055
C -1.6985 -0.8501 3.3379 -0.0473 0.3150 -0.2990
H 5.5849 4.2100 2.0555 -0.0198 -0.0316 0.0518
H -3.9737 -4.3156 1.1877 0.0247 -0.0131 0.0038
H -3.3772 4.1892 -1.1582 0.1016 0.0527 -0.0446
C -2.7073 1.6341 -0.4724 0.6068 -0.6278 0.9461
C -3.9731 3.4362 -1.6530 0.1565 -0.2449 0.1203
H 0.8825 4.7247 -3.5068 0.0241 0.0460 -0.0099
C -2.9545 -4.2891 1.5568 0.0019 -0.0403 -0.0228
C 2.3792 -4.3591 -2.3117 0.0355 -0.0639 0.0048
H -3.5144 -0.6254 2.1943 -0.0105 -0.1368 -0.1001
C 1.8557 2.2202 -4.1069 -0.0417 -0.0328 0.0046
C 2.7182 1.1626 -4.3376 -0.0220 -0.0439 -0.0284
C 0.9681 4.0620 -2.6454 -0.2548 0.0560 0.0899
H 6.1785 2.1006 0.8730 -0.0047 0.0040 -0.0101
C -1.2241 -1.8773 -4.4729 -0.0032 -0.0609 0.0548
C 2.0460 -3.7800 -1.0856 -0.0547 0.0216 0.0461
H 1.2584 4.6330 -1.7665 0.0313 0.0574 -0.1033
C 4.1534 1.4451 0.7268 -0.0392 -0.1628 0.4997
C -0.8413 -1.5591 -2.0399 0.1083 0.5651 0.3546
H 4.4566 1.2481 -1.4356 -0.1485 0.1745 -0.4922
C 3.4926 3.7278 2.1019 0.0501 0.0377 -0.0695
C -0.3663 -0.3931 3.5816 -0.0779 -0.1574 0.3412
C 2.2387 -2.2530 1.8154 -0.0997 0.2304 -0.0578
H -2.1760 -2.6628 6.1913 0.0406 -0.0065 -0.0230
C -1.6071 -1.3293 -3.2819 -0.0509 -0.0364 -0.0716
H 4.3116 -0.0399 -3.5405 -0.0028 0.0125 -0.0133
C -0.3535 -1.6224 5.6830 -0.0986 -0.0591 0.0949
C 4.8190 3.4940 1.7854 0.0124 0.0886 -0.0386
C 1.6844 -4.0176 -3.4497 -0.0397 0.0505 -0.0231
H 2.1821 -1.6682 2.7327 -0.0253 0.0032 -0.0063
C 1.0868 3.2311 2.1535 0.0647 -0.0095 0.0941
H 0.6459 -4.1276 2.8977 -0.0584 -0.0139 0.0416
H 1.1012 2.4795 -4.8435 0.0307 -0.0225 0.0082
C 3.7336 1.5259 -2.1927 0.1448 -0.0894 -0.3236
H 0.1705 -1.9358 6.5781 0.0257 0.0344 -0.0083
N 0.0822 3.5359 1.4336 -0.2432 0.1993 0.2542
C 2.7868 1.6935 0.9768 0.1233 0.0701 0.5133
C -0.3606 -4.1735 2.4987 0.1020 0.1035 0.0114
C -5.8070 2.8685 -3.1099 0.0495 -0.0050 0.0592
H -1.7885 -1.6515 -5.3700 0.0030 0.0112 0.0029
H 1.9514 -4.4498 -4.4083 -0.0065 -0.0017 0.0146
Ru 0.0061 0.3358 0.7495 0.3547 -0.1894 0.0899
N 0.2302 3.6740 0.0673 0.1445 -0.3185 -0.1342
C 3.6544 0.8050 -3.3736 -0.0666 0.0826 -0.0210
C -2.0561 -3.3790 1.0213 0.0512 0.0247 0.0085
C 1.0063 -2.8641 -0.9933 0.0126 0.2055 0.0250
C 1.9213 2.9379 -2.9153 0.0214 -0.0775 0.0626
C 5.1440 2.3261 1.1061 -0.0215 -0.0805 0.0281
H 0.8468 2.2813 4.0343 0.0336 0.0166 0.0188
H -2.4618 -0.6660 -3.2187 0.0425 0.0034 -0.0223
N -2.8828 0.5271 0.2033 -0.3370 0.5078 -0.4349
H -0.9195 -5.7754 3.8110 -0.0097 0.0315 0.0174
H 2.6077 -4.0530 -0.1989 0.0250 0.0199 -0.0406
H 1.6824 3.8330 4.1296 -0.0299 0.0189 -0.0253
C -4.5949 1.1290 -1.9639 0.2678 0.0939 0.0384
C -1.6690 -2.0370 5.4659 -0.0469 -0.0230 0.0194
H 2.9295 3.1477 -1.0375 -0.0186 -0.0011 -0.0714
S -0.7644 3.5360 -2.3694 -0.2273 -0.2340 -0.0228
H -6.2524 0.7732 -3.2618 0.0211 0.0110 0.0184
H 1.2893 -0.4586 4.9236 -0.0189 0.0181 -0.0160
C -2.3228 -1.6513 4.3178 0.0281 -0.0904 -0.0116
H -3.3344 -1.9924 4.1245 0.0030 0.0162 0.0264
C -0.7422 -3.2937 1.4886 -0.0992 0.2970 0.0529
H -2.4044 -2.7132 0.2411 -0.0351 0.0329 0.0574
H 2.6540 0.6037 -5.2634 -0.0305 -0.0076 0.0086
H 3.0923 -1.9076 1.2314 -0.0348 0.0427 -0.0020
H -4.4334 0.0850 -1.7294 -0.0178 0.0088 -0.0447
C -3.7379 2.0801 -1.3804 -0.4334 0.2466 -0.3838
H 0.1397 -3.1910 -5.5056 0.0198 0.0176 0.0264
C -5.6090 1.5230 -2.8155 -0.0775 0.0022 -0.0246
H -3.2546 -5.8688 2.9853 0.0061 0.0085 -0.0047
H 3.2314 4.6281 2.6474 -0.0217 -0.0197 0.0006
S -0.0898 0.0878 -1.5315 0.2390 0.3121 0.0792
H -1.5107 -1.7809 -1.2088 -0.0706 -0.1411 -0.0454
```
Forces are in eV/Å.



No. 2
Computed, not measured: a molecular structure, C47H40Cl5CrNO9S, with ωB97M-V/def2-TZVPD.

Properties
**Charge**: -1
**Energy above the lowest of the compared OMol25 structures with the same formula, charge and spin**: 0.414 eV
**2S+1**: 4
**E_LUMO (alpha / beta)**: 0.0772 / 0.0772 Ha
**Highest occupied orbital energy (alpha / beta)**: -6.004 / -6.064 eV

Structure (XYZ):
```
104
Properties=species:S:1:pos:R:3:forces:R:3
H 3.0628 -3.2180 5.3860 -0.0040 0.0067 -0.0320
H -4.0885 3.5623 1.4474 0.0858 0.0479 0.0373
H -0.1990 -5.5803 0.5250 -0.0673 0.0048 -0.0398
H -0.2368 -2.1270 0.4965 -0.1755 0.0112 0.1311
C 0.3276 -2.0894 -1.6142 -0.1252 -0.0348 0.1407
Cl 5.1648 4.3307 -2.6092 -0.0167 -0.0051 0.0158
H -1.9216 -3.8475 -2.8312 -0.0149 -0.0084 0.0455
H 0.0203 5.9845 2.7752 -0.2554 -0.0373 -0.0215
H 2.9226 -2.6641 -1.4941 0.0531 0.0259 0.0025
C 1.6891 -5.3330 -1.3934 0.0880 -0.0345 -0.0311
Cl 0.3790 2.9175 1.0788 0.5102 -0.1069 0.2344
C 2.9402 2.9643 -1.9427 0.0773 0.0219 -0.1232
C 2.7854 -2.8183 4.4173 -0.1090 0.0731 -0.0213
C -4.7971 -3.2930 -1.1271 -0.0305 0.0737 0.0619
H 2.0661 -5.8958 -0.5373 -0.0296 0.0104 -0.0573
N -3.0498 2.3940 4.8778 -0.1766 -0.4255 -0.1672
O 1.0189 1.6811 -1.4612 -0.2614 0.3542 0.3811
O -2.0636 -1.2364 1.9129 0.2419 0.2926 -0.1774
H -2.6575 0.1874 -3.3796 0.0248 -0.0516 -0.0175
C -2.6332 -3.3490 -2.1852 -0.0065 0.0147 -0.0491
H 1.1085 -1.5347 -2.1380 0.0366 -0.0389 -0.0585
C 3.8220 3.9723 -1.5877 -0.0679 -0.0020 0.0351
H 0.4718 -0.8240 2.9464 -0.1262 0.0624 -0.0172
C 0.6749 -2.1701 -0.1019 0.0401 0.0592 0.0170
C -0.3409 -1.6617 -5.8329 -0.0154 0.0291 0.0349
C 2.0752 -1.7722 1.9160 -0.0168 0.2862 -0.0575
C 1.8354 2.6192 -1.1273 -0.0677 -0.1756 -0.0052
O 0.3603 -3.4625 -2.0316 -0.1124 0.1619 -0.0623
C -2.1450 -0.1366 -5.4344 0.0157 -0.0309 -0.0240
O -5.1699 3.2076 3.6559 -0.0001 -0.0898 0.0167
C 4.6457 -1.4637 -1.9042 -0.0102 -0.0013 0.0235
C -1.1691 5.2895 1.1284 -0.2750 0.4525 -0.0009
C -2.3474 1.4551 3.9607 -0.1794 0.2087 0.1469
C -4.5065 -2.0296 -0.6329 0.0215 -0.0299 -0.0077
H 1.2089 -6.0186 -2.0934 0.0483 -0.0009 0.0208
C 3.6465 4.7034 -0.4032 0.0006 -0.0098 -0.0711
H -3.9738 1.1064 2.5747 -0.0215 0.0568 -0.0385
C -2.2687 -0.0365 1.9812 -0.0139 0.0768 -0.0512
H -3.6173 -0.2863 3.6108 -0.0485 0.0175 0.0616
O 1.0494 0.0851 0.8102 -0.4754 -0.6442 -0.1864
H -5.7515 -3.7606 -0.9089 0.0534 0.0299 -0.0305
C -0.2058 -1.8630 -4.4599 -0.0305 0.0205 0.0070
C -0.9946 -1.3811 -2.0300 0.0716 0.0809 -0.0974
H -0.7819 6.5139 -0.5938 -0.0221 -0.0178 0.0211
S -3.9606 3.6552 4.2975 0.2916 -0.0035 -0.1536
H -1.7181 0.8412 4.6054 0.0424 0.0310 0.0557
H 3.7701 -2.8595 1.1773 0.0013 0.0363 0.0496
C 4.8757 0.5338 -0.6042 -0.0086 -0.0086 0.0042
C 3.4546 -1.7571 -1.2446 0.0159 0.0709 -0.0030
O -4.0685 4.5980 5.3768 -0.1053 -0.1304 0.0556
C 1.6644 -1.1575 0.5473 0.2065 0.1747 0.0138
H -4.0790 -4.9244 -2.3264 0.0137 0.0582 0.0170
C -1.3109 -0.8044 -6.3266 0.0349 -0.0069 0.0475
C -2.3286 4.6062 0.7653 -0.0498 0.1382 -0.0151
H -3.0583 -0.4521 -0.5206 0.0306 0.0289 0.0110
H -1.0660 -5.5733 -1.0318 -0.0127 0.0421 0.0321
H -1.5300 5.1031 4.5140 -0.0094 0.0113 -0.1007
C -3.1763 0.5377 3.0529 -0.1150 0.2500 0.3201
H 2.5223 -4.8384 -1.8960 -0.0499 -0.0433 0.0550
C 0.6846 -4.3024 -0.9257 -0.0825 -0.0349 -0.0679
H -1.4136 -0.6499 -7.3950 0.0003 -0.0076 0.0505
H 6.2860 -0.0888 -2.1080 -0.0595 -0.0077 0.0319
O 1.2918 -3.4591 0.0056 0.0542 0.2587 0.1178
C -2.3122 -2.0993 -1.6542 0.0928 0.2113 0.0454
H 1.0739 -1.7570 5.1627 0.0188 0.0113 -0.0465
C -0.2454 5.8300 0.0674 -0.2635 0.1836 -0.0821
C 1.7103 3.3684 0.0586 0.0992 -0.3578 0.0837
C 2.5760 4.3849 0.4213 0.1644 -0.0453 0.0891
H -2.5517 4.4527 -0.2858 0.0219 0.0166 0.0395
C 1.6738 -1.9945 4.2907 0.0573 -0.0327 -0.0429
C -0.5405 -4.9542 -0.3029 -0.0408 -0.0103 0.0162
O -1.7797 0.9037 1.2141 0.3502 -0.4354 -0.4741
Cl 4.7285 5.9820 0.0210 -0.0255 -0.0559 -0.0204
H -1.2277 -4.2035 0.0891 0.0089 -0.0396 -0.0480
C -3.8574 -3.9455 -1.9131 0.1256 -0.0239 -0.0604
C -1.7389 4.9720 3.4576 -0.0415 0.0012 -0.0938
H -5.2378 -1.4984 -0.0313 0.0687 -0.0385 -0.0377
H -1.6768 2.0506 3.3458 -0.0246 0.0491 -0.0092
H 4.4100 -3.7594 3.3791 -0.0579 0.0279 -0.0387
H 3.3050 0.9068 0.8119 0.0066 -0.0068 -0.0225
Cl 2.3120 5.2462 1.8972 0.5898 -0.2751 0.0466
C -2.8880 4.2957 3.0643 0.0693 -0.0263 0.0373
C -0.8854 5.4629 2.4831 -0.1686 0.2623 0.1132
H 5.0145 -2.1388 -2.6701 -0.0452 0.0349 0.0491
C -1.0460 -1.2096 -3.5649 0.0905 -0.0442 -0.0021
H -3.6301 1.9107 5.5623 0.1702 0.0673 0.0200
H 0.1538 5.0218 -0.5506 -0.1750 0.2171 -0.0245
C -2.0104 -0.3396 -4.0718 -0.0478 0.0437 -0.0406
Cl 3.1478 2.0440 -3.3805 0.0072 0.0690 0.0368
H 0.5962 6.3634 0.5083 -0.2270 0.0313 -0.1495
C -3.1899 4.1018 1.7244 0.0007 -0.0037 -0.0371
C 1.3277 -1.4705 3.0502 0.0719 -0.0986 -0.0508
C 3.5367 -3.1211 3.2900 0.0282 -0.0130 -0.0105
C 2.9498 -0.9014 -0.2678 -0.0505 0.0167 -0.0197
C 3.1821 -2.6049 2.0506 0.0143 -0.0508 -0.0019
H 0.3233 -2.1810 -6.5154 -0.0281 0.0235 0.0358
O -0.9247 -0.0807 -1.5112 -0.5725 -0.6014 -0.0252
H -2.9055 0.5410 -5.8074 0.0382 -0.0165 0.0304
C 5.3612 -0.3188 -1.5896 -0.0114 0.0112 0.0269
C -3.2776 -1.4377 -0.9014 0.0975 -0.0907 0.0399
H 0.5575 -2.5408 -4.0995 -0.0578 0.0124 -0.0171
C 3.6846 0.2432 0.0443 0.0246 -0.0489 0.0031
Cr -0.3186 0.9096 -0.1395 0.8568 -0.4922 0.1504
H 5.4241 1.4356 -0.3457 -0.0479 -0.0744 -0.0183
```
Forces are in eV/Å.



> What is the 2S+1 in the second record?

4